{"formula": "C5H8O", "method": "the ωB97M-V functional and the def2-TZVPD basis", "total_charge": 0, "homo_lumo_gap_ha": 0.376, "smiles": "C[C@@H]1C=CCO1", "e_above_lowest_ev": 1.096, "e_lumo_ev": 1.1, "homo_ev": -9.1081, "species": ["C", "C", "C", "C", "C", "O", "H", "H", "H", "H", "H", "H", "H", "H"], "positions_angstrom": [[1.752, -0.481, 0.287], [0.661, 0.319, -0.444], [-0.255, 1.077, 0.485], [-1.476, 0.560, 0.435], [-1.494, -0.576, -0.551], [-0.214, -0.551, -1.158], [1.868, -1.441, -0.217], [2.714, 0.037, 0.263], [1.492, -0.670, 1.333], [1.138, 0.982, -1.180], [0.084, 1.891, 1.118], [-2.344, 0.867, 1.010], [-2.265, -0.465, -1.326], [-1.661, -1.546, -0.055]], "mulliken_charge": [-1.2584, 0.4119, -0.5852, -0.2909, -0.4295, -0.4349, 0.3178, 0.3441, 0.3278, 0.3052, 0.3987, 0.3984, 0.2654, 0.2297]}